5
Properties=species:S:1:pos:R:3 method="wB97M-V/def2-TZVPD" energy_ev=-155007.945 gap_ev=6.76 de_lowest_ev=6.4642 e_lumo_ev=-4.3627
Br -1.470 -1.279 0.179
Br -1.359 2.078 -0.037
S 0.114 0.110 -0.090
O 1.978 -0.886 1.353
O 0.737 -0.023 -1.405

---

7
Properties=species:S:1:pos:R:3 method="wB97M-V/def2-TZVPD" energy_ev=-18404.472 gap_ev=10.88 de_lowest_ev=1.6924 e_lumo_ev=0.6243
S -2.557 0.299 0.351
O -0.484 -0.947 1.585
N 1.273 -0.936 -1.840
N 1.153 -0.124 -1.057
N 0.691 0.814 -0.435
C -1.327 -0.325 1.063
H 1.251 1.220 0.334

---

11
Properties=species:S:1:pos:R:3 method="wB97M-V/def2-TZVPD" energy_ev=-7764.053 gap_ev=11.15 de_lowest_ev=2.4738 e_lumo_ev=0.9739 smiles="[H]/N=C/OCC#C"
O -0.272 0.184 0.912
N 1.697 -0.968 1.085
C 0.742 -0.335 1.622
C -0.146 -0.053 -0.491
C -1.916 1.154 -2.058
C -1.182 0.634 -1.259
H -2.546 1.619 -2.784
H 0.600 -0.123 2.685
H 2.368 -1.275 1.783
H 0.837 0.297 -0.821
H -0.181 -1.132 -0.674